Record 1
Entry from the Open Molecules 2025 dataset: a cluster of 6 separate species, C14H39NO6 in total in a non-equilibrium geometry (ωB97M-V/def2-TZVPD).

Geometry as XYZ:
```
60
Properties=species:S:1:pos:R:3:lowdin_charge:R:1
C -3.226 4.674 1.393 -0.024
C -2.705 4.227 -0.024 -0.533
C -3.336 4.993 -1.089 -0.044
C -1.234 4.497 -0.041 -0.182
C -0.301 3.720 0.856 -0.170
C -0.606 2.214 0.640 -0.108
C -2.136 1.807 0.611 -0.469
C -2.229 0.507 -0.117 -0.074
C -2.671 1.528 2.047 -0.034
N -2.940 2.774 -0.244 -0.062
O -4.340 2.415 -0.388 -0.031
H -4.282 4.405 1.411 0.084
H -2.735 4.344 2.309 0.058
H -3.298 5.746 1.578 0.077
H -2.675 5.156 -1.941 0.093
H -4.250 4.495 -1.411 0.083
H -3.701 5.978 -0.801 0.093
H -0.808 4.269 -1.018 0.120
H -1.119 5.573 0.094 0.130
H 0.777 3.868 0.908 0.118
H -0.736 4.007 1.813 0.091
H -0.170 1.748 1.523 0.110
H -0.080 1.890 -0.258 0.114
H -3.266 0.186 -0.025 0.082
H -1.579 -0.335 0.121 0.074
H -1.936 0.668 -1.155 0.089
H -2.565 2.328 2.780 0.061
H -2.154 0.715 2.558 0.080
H -3.731 1.278 1.992 0.081
H -4.477 2.229 -1.319 0.096
C 3.939 -3.675 2.570 -0.126
O 4.029 -3.928 1.191 -0.130
H 4.787 -4.133 3.079 0.090
H 3.850 -2.594 2.687 0.087
H 3.031 -4.092 3.006 0.092
H 4.925 -3.723 0.915 0.110
C 1.871 -7.157 0.730 -0.150
O 1.859 -6.010 -0.115 -0.142
H 0.838 -7.036 1.057 0.078
H 2.034 -7.964 0.016 0.080
H 2.501 -7.157 1.619 0.079
H 2.544 -5.488 0.310 0.026
C -0.827 -2.779 -3.928 -0.162
O -1.507 -3.976 -4.307 -0.126
H -0.805 -2.720 -2.839 0.072
H 0.092 -2.730 -4.512 0.079
H -1.352 -1.874 -4.235 0.072
H -1.074 -4.609 -3.729 0.066
C 4.771 0.488 -1.356 -0.225
O 3.413 0.387 -1.380 -0.102
H 5.224 1.307 -1.915 0.075
H 5.213 0.647 -0.372 0.074
H 5.242 -0.404 -1.769 0.072
H 3.139 -0.229 -0.697 0.025
C 1.429 -2.005 0.124 -0.113
O 2.781 -1.689 0.368 -0.148
H 0.710 -1.313 0.562 0.072
H 1.300 -1.885 -0.952 0.079
H 1.360 -3.054 0.414 0.083
H 3.194 -2.507 0.654 0.009
```

Computed properties:
highest occupied orbital energy	-8.41	eV
multiplicity	1
HOMO-LUMO gap	8.6	eV
molar mass	317.47	g mol⁻¹


Record 2
Entry from the Open Molecules 2025 dataset: a structure of composition C14H39NOP2PdSi in a non-equilibrium geometry (ωB97M-V/def2-TZVPD).

Geometry as XYZ:
```
59
Properties=species:S:1:pos:R:3:lowdin_spin:R:1
Pd -0.102 0.386 1.029 0.659
Si 1.437 -0.242 2.614 0.211
P 1.129 1.817 -0.328 0.126
P -1.416 -1.477 0.657 0.139
H 3.626 -2.654 -0.356 0.004
C 0.417 2.100 -1.975 0.039
H 0.717 3.089 -2.356 0.006
H -0.678 2.050 -1.889 0.006
H 0.754 1.324 -2.676 0.001
C 2.852 1.286 -0.595 0.019
H 3.320 1.942 -1.345 0.004
H 2.915 0.239 -0.931 0.002
H 3.406 1.377 0.350 0.000
C 1.316 3.487 0.392 0.004
H 1.947 4.113 -0.258 0.001
H 1.786 3.409 1.381 0.001
H 0.335 3.966 0.503 0.001
C -2.269 -1.573 -0.941 0.046
H -3.125 -2.256 -0.879 0.008
H -1.574 -1.918 -1.716 0.002
H -2.601 -0.556 -1.197 0.008
C -0.444 -3.012 0.794 0.025
H -1.091 -3.875 0.590 0.005
H -0.022 -3.104 1.803 0.001
H 0.383 -3.006 0.072 0.002
C -2.694 -1.647 1.946 0.002
H -3.276 -2.564 1.782 0.000
H -3.368 -0.784 1.934 0.001
H -2.213 -1.694 2.931 0.002
C 2.858 -1.461 2.237 0.041
H 3.590 -1.034 1.537 0.000
H 2.494 -2.421 1.845 0.001
H 3.394 -1.658 3.182 0.007
H 2.140 0.988 3.102 0.032
H 0.740 -0.856 3.784 0.035
C 2.849 -2.450 -2.032 0.514
O 3.217 -1.955 -0.884 0.185
C 1.947 -1.589 -2.785 0.092
H 1.480 -2.160 -3.597 0.002
H 2.487 -0.749 -3.260 0.032
H 1.164 -1.144 -2.143 0.019
C 3.325 -3.748 -2.503 0.095
H 2.546 -4.152 -3.170 0.008
H 3.529 -4.498 -1.720 0.010
H 4.234 -3.644 -3.127 0.038
C -2.788 2.276 2.006 0.034
C -2.793 2.051 0.513 0.104
C -4.114 1.447 0.062 0.029
C -2.607 3.365 -0.224 0.031
N -1.662 1.109 0.095 1.343
H -3.542 3.039 2.239 0.003
H -1.804 2.618 2.346 0.008
H -3.036 1.359 2.550 0.002
H -4.929 2.133 0.326 0.004
H -4.137 1.317 -1.026 0.001
H -4.320 0.483 0.541 0.000
H -1.670 3.861 0.052 0.000
H -2.622 3.212 -1.309 0.001
H -3.438 4.038 0.025 0.005
```

Computed properties:
highest occupied orbital energy (spin up / spin down)	-4.65 / -7.34	eV
⟨S²⟩	6.022
multiplicity	5
HOMO-LUMO gap (spin up / spin down)	5.3 / 6.6	eV
molar mass	433.93	g mol⁻¹


Here are the calculated energy relative to the best compared isomer or geometry (same formula, charge and spin) numbers, same order: 278.1; 0.0 (kJ/mol).
Here are the calculated electronic energy numbers, same order: -1062.79823; -1786.69699 (a.u.).